No. 1
DFT (ωB97M-V/def2-TZVPD) results for C3H6ClN3O in the gas phase in a non-equilibrium geometry.

Last column: Mulliken charge in e.
Geometry (Å):
N -2.403061 0.436205 -0.248809  -0.469
N -1.910992 -0.850077 -0.754137  -0.648
C -0.627179 -1.013323 -0.555523  0.098
N 0.251715 -0.061801 -0.155347  0.183
O -0.120591 1.171708 0.291575  -0.491
C 1.603532 -0.378807 0.045273  -0.221
C 2.334396 0.414709 0.812317  -0.165
Cl 4.046469 -0.061136 0.932956  -0.218
H -3.100153 0.269893 0.430975  0.218
H -2.786195 0.909869 -1.071152  0.249
H -0.178912 -1.901352 -0.943256  0.313
H -1.078207 1.117273 0.145757  0.595
H 1.982692 -1.271396 -0.466088  0.216
H 1.986487 1.218235 1.535460  0.341

Atoms 1-2, force components in eV/Å:
N 0.89 0.10 -1.68
N 0.89 -0.62 0.74

Properties
* ΔE to the lowest compared entry with this formula, charge and spin: 305.2 kJ/mol
* HOMO energy: -8.109 eV
* LUMO: 0.814 eV


No. 2
DFT (ωB97M-V/def2-TZVPD) results for C19H20N2O3 in the gas phase in a non-equilibrium geometry.

Last column: Mulliken charge in e.
Geometry (Å):
C 1.817736 -1.230225 2.589247  -0.144
C 0.779313 -1.653113 1.420587  0.086
O 0.962653 -2.586976 0.625063  -0.583
C -0.356775 -0.676936 1.355888  -0.373
C -0.075866 0.681516 0.916091  0.755
C -1.162024 1.663772 1.032970  -1.167
C -2.386883 1.304007 1.513213  -0.216
C -2.637201 -0.054105 1.855950  -0.778
C -1.640605 -1.035850 1.735298  -0.093
N 2.007456 0.234933 2.325732  0.881
O 3.082902 0.838184 2.461022  -0.562
O 0.917427 1.037326 2.225391  -0.350
H 2.825487 -1.649992 2.305758  0.332
H 0.640285 0.782895 0.065491  0.351
H -0.902619 2.661178 0.677323  0.369
H -3.204465 2.025672 1.543230  0.386
H -3.598345 -0.332791 2.294295  0.345
H -1.819142 -2.103709 1.971819  0.376
C 1.432737 -5.117170 5.702367  -0.700
C 0.722707 -5.292272 4.372902  -0.624
C 0.796404 -3.910029 3.672213  -0.366
N 1.881413 -3.159909 4.266939  0.422
C 1.902281 -1.739182 4.184390  0.254
C 3.306175 -1.291598 4.580619  0.366
C 4.436343 -2.163152 4.517312  -0.308
C 5.583114 -1.867351 5.307037  -0.835
C 5.677414 -0.578557 5.900820  -0.419
C 4.675965 0.394653 5.608303  -0.712
C 3.461306 0.028082 5.011306  -0.484
C 2.387239 -3.937897 5.480094  -0.549
H 0.791432 -4.816319 6.532707  0.288
H 1.969302 -6.010185 6.043462  0.350
H 1.216930 -6.123689 3.859043  0.316
H -0.298034 -5.603929 4.614017  0.344
H 0.862910 -4.059033 2.573729  0.149
H -0.139276 -3.352284 3.865602  0.236
H 1.119778 -1.047498 4.783334  0.059
H 4.381088 -3.145499 3.999615  0.644
H 6.376588 -2.634179 5.413335  0.360
H 6.585577 -0.320337 6.510654  0.342
H 4.834384 1.443815 5.890515  0.360
H 2.574566 0.718633 5.062525  0.338
H 2.417433 -3.243727 6.330816  0.308
H 3.405311 -4.358000 5.362065  0.243

Atoms 1-2, force components in eV/Å:
C 2.12 -1.48 -1.70
C -0.33 -0.73 -1.14

Properties
* ΔE to the lowest compared entry with this formula, charge and spin: 1037.7 kJ/mol
* HOMO energy: -6.925 eV
* LUMO: -1.634 eV


No. 3
DFT (ωB97M-V/def2-TZVPD) results for a molecular structure, C35H41BaN6.

Last column: Mulliken charge in e.
Geometry (Å):
Ba 0.343959 0.063001 -1.615586  1.754
C 1.843488 -2.365115 -1.769336  -0.631
C 0.686121 -2.800137 -1.045683  0.143
C 0.796517 -2.230273 0.263223  0.077
C 2.019202 -1.471710 0.283602  0.166
C 2.682681 -1.594682 -0.941839  -0.414
C 4.107800 -1.191992 -1.263272  2.097
C 4.190234 -0.582859 -2.669637  -1.615
C 4.979921 -2.457670 -1.248670  -1.743
C 4.650676 -0.208756 -0.224178  -1.988
C 0.019219 -2.442078 1.570939  2.037
C 0.070078 -3.921371 1.982120  -1.695
C 0.674676 -1.661609 2.721966  -2.317
C -1.423072 -1.921918 1.507954  -1.562
C -0.209488 -3.870583 -1.689127  2.021
C -1.630977 -4.001212 -1.135723  -1.788
C 0.500199 -5.226988 -1.556228  -1.733
C -0.388903 -3.567254 -3.189413  -1.817
H 2.097466 -2.668483 -2.774974  0.148
H 2.416537 -0.961204 1.146141  0.599
H 3.920855 -1.320892 -3.426699  0.301
H 5.204164 -0.240955 -2.886439  0.433
H 3.516638 0.271009 -2.785593  0.178
H 4.633836 -3.171697 -1.996171  0.353
H 4.934355 -2.940354 -0.272149  0.355
H 6.021922 -2.207861 -1.463136  0.446
H 3.990517 0.653310 -0.095605  0.309
H 5.635109 0.153849 -0.526189  0.453
H 4.760051 -0.693558 0.746350  0.370
H 1.108506 -4.238075 2.087947  0.315
H -0.403869 -4.577799 1.258873  0.275
H -0.429656 -4.063182 2.943114  0.478
H 1.689601 -2.004743 2.920343  0.439
H 0.090790 -1.814291 3.631267  0.455
H 0.700810 -0.587510 2.520079  0.313
H -2.012147 -2.355589 0.706599  -0.023
H -1.396131 -0.835705 1.377724  0.089
H -1.938081 -2.120135 2.451176  0.632
H -1.660737 -4.312097 -0.097173  0.286
H -2.164175 -4.757945 -1.714935  0.604
H -2.181677 -3.065421 -1.241296  0.010
H 0.640814 -5.495198 -0.509228  0.304
H 1.483048 -5.189631 -2.026341  0.318
H -0.086702 -6.013996 -2.035827  0.465
H -0.854456 -2.582975 -3.331979  0.229
H -1.047657 -4.311304 -3.640027  0.470
H 0.548020 -3.589992 -3.741392  0.342
C -4.553407 -1.182434 -1.247982  -0.345
C -3.380532 -0.788602 -1.870341  -0.471
N -2.601185 0.162033 -1.358743  -0.205
C -3.002604 0.748174 -0.232219  0.558
C -4.158031 0.297090 0.414368  -0.439
N -4.923647 -0.655206 -0.086748  -0.583
C -2.243546 1.913875 0.288317  -0.413
C -2.966443 2.912859 0.924942  -0.405
C -2.322661 4.067427 1.347525  0.205
C -0.964143 4.156877 1.082998  -0.861
C -0.297997 3.115294 0.448188  0.289
N -0.924805 1.995690 0.053038  0.181
C 1.145553 3.272902 0.126293  0.195
C 1.914426 4.278344 0.721747  -0.298
N 3.149856 4.557078 0.341828  -0.602
C 3.657224 3.815668 -0.635471  -0.406
C 2.944350 2.757052 -1.170683  -0.405
N 1.693569 2.480838 -0.802562  0.260
C -3.056570 5.162565 2.008532  0.424
C -4.058752 4.891384 2.933388  -0.572
C -4.721055 5.951889 3.532951  -0.377
N -4.455520 7.226459 3.266538  -0.582
C -3.499241 7.482015 2.379509  -0.416
C -2.772895 6.495177 1.730817  -0.509
H -5.195339 -1.943177 -1.673004  0.422
H -3.055856 -1.250266 -2.795328  0.479
H -4.452419 0.701687 1.375221  0.572
H -4.038455 2.821325 1.027282  0.941
H -0.433906 5.053552 1.364495  0.429
H 1.533023 4.873875 1.539985  0.480
H 4.655976 4.056734 -0.974996  0.429
H 3.391170 2.118286 -1.918596  0.396
H -4.306258 3.875022 3.212939  0.479
H -5.500231 5.769305 4.263638  0.374
H -3.305238 8.528594 2.175879  0.373
H -2.024491 6.776245 1.000686  0.465

Atoms 1-2, force components in eV/Å:
Ba 0.04 -0.26 0.13
C -0.01 -0.18 0.17

Properties
* ΔE to the lowest compared entry with this formula, charge and spin: 0.0 kJ/mol
* HOMO energy: -9.951 eV
* LUMO: -3.806 eV
* net charge: +1


No. 4
DFT (ωB97M-V/def2-TZVPD) results for 6 unconnected molecules or ions with the total composition C36H56F16NO13Si in a non-equilibrium geometry.

Last column: Mulliken charge in e.
Geometry (Å):
C 0.976640 -0.592619 5.769311  -1.898
C 2.142894 -0.154903 4.867560  1.993
C 3.148785 0.649408 5.703634  -1.593
C 2.852413 -1.385355 4.253629  -3.328
C 3.071658 -1.363424 2.730098  2.831
C 4.247093 -0.410662 2.400104  -0.848
C 4.262613 0.268140 1.033968  -1.031
O 3.897613 -0.646231 0.011499  0.225
Si 4.211631 -0.344399 -1.593297  0.187
C 3.402374 1.242534 -2.169648  -0.922
C 6.054227 -0.251604 -1.876301  -1.272
C 3.488195 -1.793916 -2.508979  -1.069
C 3.460334 -2.818214 2.359744  -0.850
C 3.858579 -3.033499 0.926427  0.048
O 4.933531 -3.105307 0.472929  -0.497
F 2.760927 -3.127824 0.102247  -0.016
C 1.735590 -1.028860 2.056918  -2.364
C 0.993450 0.228664 2.560724  2.339
C 1.010040 1.374141 1.532452  -1.779
C -0.474955 -0.133791 2.817467  -1.900
N 1.620633 0.756027 3.803025  0.795
O 1.066543 1.814224 4.242545  -0.744
H 0.285272 0.234331 5.928768  0.275
H 1.363665 -0.925370 6.733871  0.479
H 0.426446 -1.430685 5.339065  0.420
H 2.788068 1.663252 5.869124  0.247
H 3.268816 0.173274 6.678536  0.451
H 4.130815 0.678030 5.230708  0.348
H 3.842331 -1.472586 4.714279  0.538
H 2.308867 -2.295166 4.524388  0.379
H 4.272406 0.393868 3.139421  0.163
H 5.179940 -0.970876 2.519257  0.454
H 3.588191 1.128301 1.023269  0.240
H 5.275188 0.653353 0.862449  0.588
H 3.182868 1.129182 -3.236692  0.187
H 2.453797 1.445022 -1.666035  0.250
H 4.047832 2.116773 -2.062827  0.331
H 6.271678 -0.216647 -2.946783  0.421
H 6.529437 -1.140875 -1.453377  0.310
H 6.503957 0.629558 -1.412468  0.331
H 3.501349 -1.597147 -3.584472  0.673
H 2.447162 -1.955479 -2.213922  0.056
H 4.042716 -2.713565 -2.310927  0.395
H 2.601125 -3.446795 2.600543  0.571
H 4.314929 -3.139898 2.958050  0.442
H 1.858256 -0.959295 0.979683  0.235
H 1.079985 -1.889737 2.234682  0.651
H 0.072231 1.927680 1.558568  0.238
H 1.798107 2.092490 1.755472  0.464
H 1.155547 0.982611 0.524494  0.246
H -1.026143 0.738315 3.169088  0.418
H -0.910382 -0.430185 1.858604  0.495
H -0.596918 -0.959437 3.516474  0.235
C -6.114579 0.154317 -0.875557  -1.192
C -4.695635 -0.213305 -1.241737  0.007
O -3.838653 0.955620 -1.238451  -0.206
C -3.321711 1.315604 -0.080175  0.270
O -3.451452 0.789225 0.985267  -0.544
C -2.380682 2.522473 -0.305267  1.036
F -2.929231 3.422794 -1.126315  -0.268
F -1.243404 2.088574 -0.874506  -0.233
F -2.075640 3.115454 0.841937  -0.279
H -6.492664 0.927760 -1.544338  0.271
H -6.751496 -0.724686 -0.970387  0.380
H -6.175232 0.517688 0.150173  0.408
H -4.635748 -0.590661 -2.258220  0.129
H -4.283868 -0.960396 -0.564555  0.305
C -4.682444 -3.518504 -6.994234  -1.174
C -4.070789 -2.142780 -6.867820  -0.103
O -5.099180 -1.127761 -6.733180  -0.337
C -5.584284 -0.950460 -5.520909  0.407
O -5.287271 -1.534038 -4.519196  -0.537
C -6.609845 0.209183 -5.524906  0.862
F -7.444595 0.131770 -6.561770  -0.256
F -5.957994 1.380543 -5.595935  -0.246
F -7.323994 0.198071 -4.402815  -0.237
H -5.378168 -3.552673 -7.832549  0.357
H -3.895028 -4.251982 -7.166530  0.375
H -5.214835 -3.795391 -6.085206  0.286
H -3.529211 -1.855849 -7.765427  0.339
H -3.399978 -2.074106 -6.012852  0.245
C 0.731936 5.786567 7.520280  -1.135
C -0.185298 4.607104 7.293295  -0.202
O 0.325179 3.430860 7.965750  -0.215
C 0.032969 3.311591 9.248547  0.256
O -0.645712 4.030725 9.920376  -0.528
C 0.697257 2.029721 9.807852  0.937
F 1.952305 1.927020 9.363436  -0.239
F 0.013884 0.946072 9.413522  -0.253
F 0.716021 2.052705 11.135219  -0.252
H 1.743962 5.549458 7.192442  0.300
H 0.373505 6.643138 6.949668  0.392
H 0.761398 6.062825 8.573950  0.318
H -0.223572 4.326047 6.243535  0.296
H -1.195830 4.806450 7.646614  0.330
C 1.389256 -4.181332 -2.977787  -1.042
C 0.439364 -4.329487 -1.812188  0.157
O -0.939764 -4.219656 -2.245592  -0.309
C -1.490348 -5.317873 -2.730875  0.253
O -0.994900 -6.399444 -2.845492  -0.524
C -2.962199 -5.033187 -3.118530  0.899
F -3.085025 -3.874824 -3.775667  -0.205
F -3.714244 -4.964448 -2.010031  -0.256
F -3.437652 -6.004989 -3.888948  -0.264
H 1.212174 -3.239312 -3.497291  0.314
H 2.415323 -4.185608 -2.610730  0.217
H 1.269327 -4.999809 -3.687051  0.472
H 0.564340 -3.522543 -1.094942  0.042
H 0.575505 -5.279730 -1.297821  0.342
C -2.542317 3.642192 -4.240282  -1.017
C -2.131789 3.841123 -5.679709  -0.335
O -0.704149 3.641354 -5.833459  -0.312
C -0.305279 2.386960 -5.948461  0.327
O -0.982003 1.400883 -5.960649  -0.530
C 1.232792 2.340107 -6.118627  0.964
F 1.849242 3.162358 -5.266438  -0.250
F 1.557306 2.709147 -7.366318  -0.271
F 1.684321 1.106448 -5.915104  -0.234
H -1.987508 4.309059 -3.581146  0.351
H -3.606415 3.848670 -4.124805  0.421
H -2.359186 2.615002 -3.926152  0.245
H -2.301776 4.861165 -6.015286  0.317
H -2.653135 3.156182 -6.346990  0.321

Atoms 1-2, force components in eV/Å:
C -0.05 -0.13 -0.02
C 0.25 -0.03 0.04

Properties
* HOMO energy (spin up / spin down): -8.201 / -9.542 eV
* LUMO (spin up / spin down): 0.379 / 0.379 eV
* spin multiplicity: 2